(1)
{"formula": "C4H11N3O2", "method": "ωB97M-V with the def2-TZVPD basis set", "symbols": ["H", "N", "C", "N", "N", "C", "H", "H", "H", "H", "H", "H", "C", "C", "O", "O", "H", "H", "H", "H"], "positions_angstrom": [[-1.81944, 0.54051, -1.63798], [-1.49853, 0.94567, -0.77277], [-0.60825, 1.88269, -0.75789], [0.21401, 2.12474, -1.86589], [-0.39092, 2.49082, 0.48358], [0.16538, 1.73412, 1.57096], [0.69177, 3.04234, -1.75167], [-0.23716, 2.17190, -2.78450], [-0.15136, 3.46627, 0.47816], [1.03463, 2.14951, 2.03806], [0.46738, 0.71814, 1.47014], [-0.64270, 1.53262, 2.32864], [1.21694, -3.33426, 0.30209], [-0.24678, -2.88248, -0.13723], [-0.98727, -3.28892, -0.99797], [-0.54949, -1.82059, 0.56012], [1.74837, -4.02400, -0.36259], [1.13586, -3.89430, 1.20984], [1.69319, -2.34276, 0.36160], [-1.23564, -1.21202, 0.26529]], "lowdin_charge": [0.041, 0.107, -0.543, 0.106, -0.036, -0.119, 0.094, 0.095, 0.113, 0.067, 0.055, 0.093, 0.025, -0.567, 0.080, 0.075, 0.077, 0.063, 0.081, 0.092], "fmax_ev_per_a": 3.23, "total_energy_ev": -12890.95159, "relative_energy_kcal_mol": 43.32, "smiles": "[H]/N=C(\\N)NC.CC(=O)O", "homo_ev": -8.97}

(2)
{"formula": "C4H11N3O2", "method": "ωB97M-V with the def2-TZVPD basis set", "symbols": ["H", "N", "C", "N", "N", "C", "H", "H", "H", "H", "H", "H", "C", "C", "O", "O", "H", "H", "H", "H"], "positions_angstrom": [[-1.02662, -3.36518, -0.59749], [-0.44586, -2.99494, 0.15873], [0.43533, -2.07400, 0.00966], [1.00782, -1.49849, -1.20166], [1.20468, -1.60481, 1.01854], [1.07822, -2.08884, 2.36588], [1.06218, -0.50067, -1.33641], [0.62098, -1.98237, -1.93675], [1.95784, -1.05188, 0.65077], [1.18134, -3.18364, 2.40873], [0.12968, -1.56701, 2.77793], [1.93549, -1.68197, 2.99909], [-0.28338, 3.04809, -0.76368], [-1.75514, 2.30683, -1.17168], [-1.86658, 1.13870, -0.95912], [-2.73119, 3.17461, -1.44122], [0.51791, 2.31947, -0.55497], [-0.47479, 3.62426, 0.19865], [-0.04417, 3.85624, -1.51419], [-2.50375, 4.12559, -1.11080]], "lowdin_charge": [0.039, 0.110, -0.552, 0.100, -0.070, -0.119, 0.070, 0.035, 0.116, 0.076, 0.106, 0.089, -0.003, -0.536, 0.099, 0.069, 0.055, 0.077, 0.070, 0.168], "fmax_ev_per_a": 4.92, "total_energy_ev": -12890.59502, "relative_energy_kcal_mol": 51.54, "smiles": "[H]/N=C(\\N)NC.CC(=O)O", "homo_ev": -8.55}

(3)
{"formula": "C4H11N3O2", "method": "ωB97M-V with the def2-TZVPD basis set", "symbols": ["C", "C", "C", "O", "H", "H", "H", "H", "H", "H", "C", "N", "O", "N", "N", "H", "H", "H", "H", "H"], "positions_angstrom": [[-0.50131, -1.06537, -1.99018], [-0.18442, -1.51629, -0.59045], [-1.38501, -1.70348, 0.29598], [0.94555, -1.68026, -0.19780], [-1.09428, -1.82278, -2.49674], [0.41451, -0.88871, -2.54635], [-1.08355, -0.14908, -1.94177], [-1.67258, -0.72148, 0.66955], [-2.22105, -2.12371, -0.25337], [-1.13663, -2.33420, 1.14510], [0.91496, 0.75641, 1.91519], [-0.24586, 1.20579, 1.17411], [-0.33207, 2.61504, 0.98723], [-0.10233, 1.68834, -0.11470], [1.11276, 1.70207, -0.70502], [1.30158, -0.13084, 1.41380], [0.55997, 0.49237, 2.90850], [1.69922, 1.51344, 2.00664], [1.08549, 2.25268, -1.55116], [1.92505, 1.91005, -0.12855]], "lowdin_charge": [-0.037, -0.524, -0.026, 0.043, 0.082, 0.079, 0.075, 0.071, 0.079, 0.085, -0.068, -0.154, -0.045, -0.158, 0.074, 0.066, 0.088, 0.079, 0.100, 0.090], "fmax_ev_per_a": 1.59, "total_energy_ev": -12886.42426, "relative_energy_kcal_mol": 147.72, "smiles": "CC(C)=O.Cn1on1N", "homo_ev": -9.32}

(4)
{"formula": "C4H11N3O2", "method": "ωB97M-V with the def2-TZVPD basis set", "symbols": ["N", "C", "N", "C", "N", "O", "C", "C", "O", "H", "H", "H", "H", "H", "H", "H", "H", "H", "H", "H"], "positions_angstrom": [[0.09262, 2.57494, -1.04309], [0.20357, 1.33626, -0.40136], [1.49863, 0.84661, -0.31284], [-0.90113, 0.70633, 0.04081], [-2.12980, 1.39587, 0.17928], [-0.91610, -0.62171, 0.53268], [-0.33994, -1.64044, -0.23633], [0.99018, -2.19104, 0.48938], [1.05487, -1.77520, 1.82582], [-0.83022, 2.96672, -0.90621], [0.82643, 3.21920, -0.77270], [1.58303, -0.13078, 0.05055], [2.05575, 1.00206, -1.14130], [-2.88728, 0.89741, -0.27640], [-2.38469, 1.48812, 1.16077], [-1.06649, -2.45903, -0.29101], [-0.09795, -1.29791, -1.24538], [1.92852, -1.97415, -0.04371], [0.91940, -3.28521, 0.47603], [0.40061, -1.05807, 1.91502]], "lowdin_charge": [0.094, -0.401, 0.123, -0.339, 0.076, -0.104, -0.164, -0.247, -0.066, 0.073, 0.086, 0.068, 0.095, 0.084, 0.087, 0.119, 0.123, 0.101, 0.109, 0.083], "fmax_ev_per_a": 1.77, "total_energy_ev": -12890.55063, "relative_energy_kcal_mol": 52.56, "smiles": "NC(N)=C(N)OCCO", "homo_ev": -7.50}

(5)
{"formula": "C4H11N3O2", "method": "ωB97M-V with the def2-TZVPD basis set", "symbols": ["H", "N", "C", "N", "N", "C", "H", "H", "H", "H", "H", "H", "C", "C", "O", "O", "H", "H", "H", "H"], "positions_angstrom": [[1.05041, 0.68146, -1.87351], [0.64207, 0.06023, -1.15711], [1.45473, -0.71773, -0.50140], [2.76952, -0.43421, -0.85937], [0.83726, -1.80636, 0.36698], [-0.43451, -2.31652, -0.10893], [3.16055, -1.09353, -1.50163], [3.32007, -0.27920, -0.05639], [0.51538, -1.45724, 1.31139], [-0.94827, -3.01085, 0.61206], [-0.45439, -2.86271, -1.09785], [-1.10117, -1.61645, -0.07999], [-1.58038, 2.76822, 0.92236], [-1.25040, 1.33920, 0.80018], [-0.37936, 0.68340, 1.48982], [-1.81840, 0.76454, -0.33551], [-2.41332, 2.89811, 0.49331], [-0.57979, 3.30487, 0.56270], [-1.45934, 3.08188, 1.92969], [-1.33064, 0.01290, -0.91679]], "lowdin_charge": [0.084, 0.123, -0.406, 0.083, -0.038, -0.162, 0.083, 0.067, 0.112, 0.105, 0.107, -0.037, 0.020, -0.472, -0.020, -0.032, 0.003, 0.163, 0.080, 0.137], "fmax_ev_per_a": 9.07, "total_energy_ev": -12888.61450, "relative_energy_kcal_mol": 97.21, "smiles": "[H]/N=C(\\N)NC.CC(=O)O", "homo_ev": -9.30}

(6)
{"formula": "C4H11N3O2", "method": "ωB97M-V with the def2-TZVPD basis set", "symbols": ["C", "C", "N", "N", "N", "H", "H", "H", "H", "H", "H", "H", "H", "C", "C", "O", "O", "H", "H", "H"], "positions_angstrom": [[0.61668, 2.08476, -0.72031], [-1.17846, 1.54243, 0.91699], [-1.55645, 0.80692, 1.98079], [-0.02004, 1.29170, 0.34278], [-2.07707, 2.47437, 0.54534], [-0.86860, 0.30442, 2.51820], [-2.52051, 0.95648, 2.23462], [0.52257, 0.47017, 0.65031], [-1.75832, 3.19646, -0.09173], [-0.64253, -0.83074, -0.96866], [0.66373, 1.45623, -1.60927], [1.57601, 2.41645, -0.33917], [0.00822, 2.91477, -1.03762], [1.21996, -3.34984, -0.69144], [0.82751, -1.93124, -0.52004], [1.20771, -1.21403, 0.38142], [-0.12215, -1.52134, -1.38988], [0.34177, -3.98557, -0.68106], [1.95221, -3.61042, 0.05835], [1.80776, -3.47199, -1.57960]], "lowdin_charge": [0.006, -0.453, 0.223, 0.060, 0.311, 0.139, 0.132, 0.110, 0.086, 0.101, 0.102, 0.109, 0.078, 0.036, -0.524, 0.068, 0.115, 0.107, 0.097, 0.097], "fmax_ev_per_a": 1.40, "total_energy_ev": -12884.24986, "relative_energy_kcal_mol": 19.44, "multiplicity": 2, "homo_ev": [-14.58, -14.56], "s_squared": 0.758, "charge": 1}

(7)
{"formula": "C4H11N3O2", "method": "ωB97M-V with the def2-TZVPD basis set", "symbols": ["C", "C", "N", "N", "N", "H", "H", "H", "H", "H", "H", "H", "H", "C", "C", "O", "O", "H", "H", "H"], "positions_angstrom": [[0.94421, -1.67466, -0.44155], [0.25164, -1.77968, 1.83613], [-0.21415, -1.44158, 3.05556], [0.27164, -1.05612, 0.75127], [0.94662, -3.03320, 2.00234], [-0.61577, -0.52380, 3.17774], [-2.16268, 2.11603, -0.00337], [0.04484, -0.07659, 0.68536], [1.87618, -2.99432, 1.57341], [0.71833, -3.25306, 2.97670], [0.81795, -2.76666, -0.51507], [1.96500, -1.43082, -0.72427], [0.35049, -1.20044, -1.25234], [-0.46055, 3.18415, -2.25444], [-0.92877, 2.16469, -1.24284], [-2.22607, 2.51305, -0.89175], [-0.56322, 1.03101, -1.02290], [-1.34855, 3.21464, -2.84857], [0.38993, 2.86830, -2.88806], [-0.05709, 4.13907, -1.97336]], "lowdin_charge": [-0.016, -0.406, 0.278, 0.107, 0.189, 0.091, 0.117, 0.126, 0.126, 0.116, 0.106, 0.104, 0.091, 0.029, -0.489, 0.082, 0.065, 0.093, 0.102, 0.090], "fmax_ev_per_a": 4.12, "total_energy_ev": -12882.72973, "relative_energy_kcal_mol": 54.49, "multiplicity": 2, "homo_ev": [-14.39, -14.38], "s_squared": 0.761, "charge": 1}

(8)
{"formula": "C4H11N3O2", "method": "ωB97M-V with the def2-TZVPD basis set", "symbols": ["C", "C", "O", "O", "H", "H", "H", "C", "C", "N", "N", "N", "H", "H", "H", "H", "H", "H", "H", "H"], "positions_angstrom": [[-0.17922, 1.95403, 1.32001], [0.56027, 1.03556, 2.23555], [1.72168, 1.02821, 2.52092], [-0.35824, 0.30577, 2.90864], [-0.98274, 1.45359, 0.78036], [0.54487, 2.46184, 0.68618], [-0.74062, 2.75152, 1.81532], [0.99765, 0.31879, -2.20650], [-0.46317, -1.41736, -1.18187], [-1.71049, -1.88633, -1.27686], [-0.16354, -0.53970, -2.10289], [0.19264, -1.62246, -0.01808], [-2.19429, -1.92235, -0.38381], [-2.23174, -1.54899, -2.07942], [-0.10903, -0.34547, 3.57378], [0.34001, -2.59271, 0.24084], [1.08807, -1.14656, -0.08085], [0.99991, 0.99398, -1.35024], [0.76441, 0.96206, -3.05260], [1.92360, -0.24342, -2.34848]], "lowdin_charge": [-0.002, -0.595, 0.118, 0.075, 0.076, 0.085, 0.104, -0.030, -0.465, 0.252, 0.160, 0.230, 0.149, 0.145, 0.128, 0.145, 0.119, 0.085, 0.098, 0.124], "fmax_ev_per_a": 2.30, "total_energy_ev": -12883.43790, "relative_energy_kcal_mol": 38.16, "multiplicity": 2, "homo_ev": [-13.67, -13.67], "s_squared": 0.760, "charge": 1}

(9)
{"formula": "C4H11N3O2S", "method": "ωB97M-V with the def2-TZVPD basis set", "symbols": ["C", "N", "S", "O", "O", "N", "C", "C", "C", "N", "H", "H", "H", "H", "H", "H", "H", "H", "H", "H", "H"], "positions_angstrom": [[2.06749, 1.91017, 0.41954], [1.90654, 0.83889, -0.58519], [1.35401, -0.59053, 0.01915], [2.08239, -1.75207, -0.28431], [1.00112, -0.46582, 1.38468], [0.00542, -0.68693, -0.96299], [-0.90731, -1.71692, -0.53193], [-1.82699, -1.06462, 0.53176], [-1.61693, 0.42111, 0.31993], [-0.74946, 0.53458, -0.90141], [2.65248, 2.63396, -0.19560], [1.29398, 2.32196, 0.97981], [2.69915, 1.52746, 1.09845], [1.22173, 1.17070, -1.20057], [-0.38457, -2.64894, -0.23012], [-1.53209, -2.02608, -1.35027], [-1.42034, -1.35659, 1.53450], [-2.88163, -1.33524, 0.42527], [-2.52741, 1.03038, 0.12036], [-1.01759, 0.82632, 1.10079], [-1.42002, 0.42819, -1.69187]], "lowdin_charge": [-0.103, -0.155, 0.570, -0.252, -0.264, -0.255, -0.199, -0.154, -0.187, -0.055, 0.109, 0.064, 0.033, 0.049, 0.132, 0.106, 0.117, 0.106, 0.128, 0.079, 0.131], "fmax_ev_per_a": 4.08, "total_energy_ev": -23724.57761, "relative_energy_kcal_mol": 14.42, "smiles": "CNS(=O)(=O)N1CCCN1", "homo_ev": -10.07}

(10)
{"formula": "C4H11N3PS", "method": "ωB97M-V with the def2-TZVPD basis set", "symbols": ["C", "C", "C", "C", "N", "N", "N", "P", "S", "H", "H", "H", "H", "H", "H", "H", "H", "H", "H", "H"], "positions_angstrom": [[-0.76314, 0.90517, -1.70076], [1.15368, 2.03634, 1.00661], [2.28162, -2.48326, -0.21161], [-3.00356, -0.53289, 0.55842], [2.01638, -0.23272, 0.55862], [1.23665, 0.73194, 0.37657], [1.60469, -1.18326, -0.15138], [-0.05701, -0.13148, -0.57569], [-1.33100, -1.36670, 0.64682], [-0.24532, 1.37154, -2.40969], [-1.68643, 0.67555, -2.10384], [0.12594, 2.52962, 0.63646], [1.22738, 1.77560, 1.99535], [2.11259, 2.55063, 0.85194], [1.39059, -3.28064, -0.16354], [2.84850, -2.47568, 0.61163], [2.79051, -2.46254, -1.06961], [-3.49186, -0.76212, 1.47410], [-3.47530, -0.86006, -0.28192], [-2.86734, 0.56079, 0.43675]], "lowdin_charge": [-0.168, -0.024, 0.007, -0.356, 0.038, -0.279, -0.204, 0.758, 0.633, -0.030, -0.005, 0.151, 0.051, 0.102, 0.152, 0.048, 0.046, 0.032, -0.003, 0.052], "fmax_ev_per_a": 6.56, "total_energy_ev": -28909.65080, "relative_energy_kcal_mol": 65.51, "homo_ev": -13.30, "charge": 1}

Copy entry 6 word for word.
{"formula": "C4H11N3O2", "method": "ωB97M-V with the def2-TZVPD basis set", "symbols": ["C", "C", "N", "N", "N", "H", "H", "H", "H", "H", "H", "H", "H", "C", "C", "O", "O", "H", "H", "H"], "positions_angstrom": [[0.61668, 2.08476, -0.72031], [-1.17846, 1.54243, 0.91699], [-1.55645, 0.80692, 1.98079], [-0.02004, 1.29170, 0.34278], [-2.07707, 2.47437, 0.54534], [-0.86860, 0.30442, 2.51820], [-2.52051, 0.95648, 2.23462], [0.52257, 0.47017, 0.65031], [-1.75832, 3.19646, -0.09173], [-0.64253, -0.83074, -0.96866], [0.66373, 1.45623, -1.60927], [1.57601, 2.41645, -0.33917], [0.00822, 2.91477, -1.03762], [1.21996, -3.34984, -0.69144], [0.82751, -1.93124, -0.52004], [1.20771, -1.21403, 0.38142], [-0.12215, -1.52134, -1.38988], [0.34177, -3.98557, -0.68106], [1.95221, -3.61042, 0.05835], [1.80776, -3.47199, -1.57960]], "lowdin_charge": [0.006, -0.453, 0.223, 0.060, 0.311, 0.139, 0.132, 0.110, 0.086, 0.101, 0.102, 0.109, 0.078, 0.036, -0.524, 0.068, 0.115, 0.107, 0.097, 0.097], "fmax_ev_per_a": 1.40, "total_energy_ev": -12884.24986, "relative_energy_kcal_mol": 19.44, "multiplicity": 2, "homo_ev": [-14.58, -14.56], "s_squared": 0.758, "charge": 1}